[1]
Molecular formula: C37H52BN4O2P2RuS2
Method: DFT, wB97M-V/def2-TZVPD

Properties
Calculated total energy   -3409.43316 a.u.
Orbital gap (alpha / beta)   2.96 / 6.32 eV
2S+1   6
LUMO energy (alpha / beta)   -0.27 / -1.22 eV
Maximum force   0.0674 hartree/bohr
⟨S²⟩   8.7835

Each line ends with the Mulliken charge.
Geometry (Å):
Ru -0.68724 0.11700 -0.95425  1.91
C 1.44827 1.02480 -4.52293  -2.03
C 2.37294 0.16437 -3.65934  2.34
C 3.85436 0.45313 -3.93742  -1.76
C 2.12200 -1.29007 -4.06523  -2.00
P 1.79973 0.50053 -1.86838  -0.13
C 2.93750 -0.66876 -0.87963  -1.23
N 2.43068 -0.88142 0.45035  0.48
B 1.15812 -1.42439 0.87619  -0.28
N 0.83520 -0.78840 2.12627  0.64
C -0.47100 -0.77125 2.72945  -1.63
P -1.69367 -0.03544 1.47626  0.56
C -1.86786 1.72450 2.19157  2.70
C -3.05139 2.38660 1.48745  -1.88
C -0.58202 2.42775 1.75160  -2.25
C -1.99272 1.85957 3.71242  -1.90
C -3.29655 -1.01934 1.79004  2.29
C -3.75378 -1.06487 3.24841  -2.03
C -2.99013 -2.44916 1.33430  -1.90
C -4.41269 -0.45922 0.89474  -2.09
C 1.94227 -0.08065 2.54466  0.40
C 2.20511 0.59750 3.72346  -0.46
C 3.48411 1.09852 3.92120  -1.01
C 4.47756 0.92639 2.97172  -0.83
C 4.21253 0.29191 1.76755  -0.75
C 2.93497 -0.18866 1.54358  0.35
C 2.30065 2.32938 -1.45844  2.83
C 2.62750 2.37514 0.03032  -1.73
C 1.03396 3.16335 -1.67768  -1.90
C 3.45499 2.97899 -2.21264  -2.21
H 1.63143 0.82965 -5.57752  0.55
H 1.58849 2.08806 -4.34534  0.24
H 0.41070 0.76900 -4.29979  0.34
H 4.17859 -0.15903 -4.77705  0.53
H 4.48411 0.20034 -3.08845  0.22
H 4.02994 1.48602 -4.21332  0.36
H 2.35175 -1.39240 -5.12518  0.63
H 1.08481 -1.57281 -3.92785  0.34
H 2.74989 -1.98873 -3.51910  0.45
H 3.96297 -0.29505 -0.84193  0.23
H 2.91079 -1.61125 -1.43403  0.30
H -0.45497 -0.18371 3.64687  0.38
H -0.77915 -1.79327 2.97864  0.40
H -3.00300 2.19344 0.41086  0.17
H -3.03003 3.46573 1.63872  0.59
H -3.99548 2.00938 1.87006  0.35
H -0.49044 2.38110 0.65743  0.17
H 0.29141 1.95659 2.20296  0.20
H -0.59471 3.47471 2.05315  0.65
H -2.55227 1.05251 4.16907  0.21
H -2.50340 2.79196 3.94407  0.54
H -1.01191 1.90519 4.17931  0.38
H -2.95504 -1.39092 3.91428  0.29
H -4.56459 -1.78874 3.32689  0.53
H -4.13951 -0.10751 3.59039  0.41
H -2.19922 -2.90706 1.92709  0.41
H -2.70671 -2.44339 0.28407  0.05
H -3.88285 -3.06510 1.43367  0.69
H -5.11829 0.15576 1.44832  0.38
H -4.96858 -1.27345 0.43602  0.52
H -4.00298 0.13026 0.07690  0.29
H 1.45494 0.70543 4.49375  0.49
H 3.71370 1.60825 4.84378  0.45
H 5.47538 1.27891 3.17507  0.46
H 4.99814 0.15071 1.03991  0.54
H 1.88859 1.81194 0.59733  -0.34
H 2.61801 3.40339 0.39279  0.77
H 3.61324 1.96658 0.22594  0.43
H 0.14084 2.56624 -1.43579  0.02
H 0.95958 3.51353 -2.70449  0.63
H 1.03826 4.04071 -1.03194  0.40
H 4.37458 2.41202 -2.10615  0.40
H 3.62380 3.97207 -1.79531  0.50
H 3.22715 3.10874 -3.26576  0.34
O -4.51025 -1.46044 -2.40334  -0.80
C -3.45632 -0.86728 -2.20348  -0.18
O -2.55940 -1.17901 -1.37150  -0.15
C -3.17036 0.38844 -3.00879  -0.15
C -4.04602 0.73418 -4.02684  -0.52
C -3.81083 1.86257 -4.78253  -0.78
C -2.66975 2.61410 -4.47519  -0.80
C -1.85817 2.20968 -3.44360  -0.52
N -2.07507 1.12021 -2.69422  0.93
H -4.89929 0.09119 -4.18154  0.52
H -4.47350 2.15816 -5.58040  0.38
H -2.41790 3.49798 -5.04061  0.46
H -0.98774 2.79598 -3.20231  0.11
S -0.02826 -2.24321 -1.99853  -0.42
C -0.10507 -3.11210 -0.55554  0.56
N 0.55024 -2.73413 0.58927  0.31
C 0.51026 -3.71012 1.56589  -0.23
C 1.11668 -3.67801 2.82309  -0.56
C 0.96334 -4.76383 3.67072  -0.93
C 0.22737 -5.87659 3.29613  -0.73
C -0.35318 -5.93693 2.03552  -0.53
C -0.19331 -4.86377 1.18104  1.05
S -0.77493 -4.72591 -0.46030  -0.26
H 1.70739 -2.82896 3.13186  0.56
H 1.42781 -4.73138 4.64307  0.44
H 0.11392 -6.71056 3.96976  0.40
H -0.90904 -6.80389 1.71838  0.44

=====

[2]
Molecular formula: C29H29N7O4SeSn
Method: DFT, wB97M-V/def2-TZVPD

Properties
Calculated total energy   -4421.88638 a.u.
Orbital gap   6.57 eV
Charge   +2
LUMO energy   -6.69 eV
Maximum force   0.0031 hartree/bohr
ΔE to the lowest compared entry with this formula, charge and spin   91.23 kJ/mol

Each line ends with the Mulliken charge.
Geometry (Å):
Sn -1.94212 0.72806 0.36257  1.05
C -4.28591 -0.28878 -2.49027  -1.73
C -4.47722 0.35960 -1.14426  0.41
C -4.56321 -0.42498 0.01132  -0.36
C -4.84300 0.15103 1.24981  -0.44
C -5.03289 1.52292 1.35165  -0.43
C -4.94227 2.31755 0.21300  -0.67
C -4.66630 1.74233 -1.01942  -0.07
H -4.01781 0.43864 -3.25788  0.40
H -5.21745 -0.75634 -2.81310  0.41
H -3.53299 -1.07937 -2.46088  0.32
H -4.43151 -1.49743 -0.06329  0.36
H -4.91775 -0.47963 2.12594  0.46
H -5.26679 1.96976 2.30857  0.47
H -5.10827 3.38456 0.28308  0.47
H -4.64739 2.36398 -1.90838  0.58
N -1.40969 1.73043 -2.21934  -0.10
N -0.15505 2.16636 -2.66110  -0.42
C 0.88382 2.31956 -1.83148  0.40
N 2.06194 2.58992 -2.35247  -0.35
N 0.56514 2.32487 -0.50053  -0.28
N 1.55397 2.27338 0.34893  1.43
O 1.21561 2.43466 1.60209  -0.58
O 2.71237 2.04438 0.12710  -0.69
H -1.65548 0.88868 -2.73425  0.27
H -2.10063 2.44832 -2.41862  0.28
H 0.02018 2.17436 -3.65540  0.21
H 2.19770 2.57057 -3.35102  0.22
H 2.87927 2.58661 -1.76319  0.17
O -1.88140 -1.48020 1.02033  -0.80
C -0.84717 -1.67989 0.32381  -0.18
N -0.10014 -2.75570 0.17619  0.35
C 1.03740 -2.49143 -0.72821  2.86
C 0.74744 -1.01011 -1.08612  -0.53
O 1.38731 -0.29820 -1.82745  -0.47
N -0.39177 -0.62524 -0.42010  0.18
C 2.35050 -2.67753 0.03303  -0.23
C 2.59416 -3.93052 0.59119  -0.31
C 3.75913 -4.16775 1.29834  -0.97
C 4.70125 -3.15659 1.44401  -0.48
C 4.46925 -1.91514 0.87796  -0.98
C 3.29595 -1.67176 0.17201  -0.09
C 0.99739 -3.36857 -1.97727  -0.55
C 0.23217 -4.52741 -2.02037  -0.22
C 0.27404 -5.35301 -3.13660  -0.87
C 1.07934 -5.02515 -4.21473  -0.47
C 1.84797 -3.86961 -4.17149  -0.91
C 1.81316 -3.04585 -3.05823  -0.27
H -0.22773 -3.59729 0.71448  0.34
H 1.88609 -4.74047 0.44990  0.43
H 3.93953 -5.14490 1.72552  0.42
H 5.61644 -3.34347 1.98909  0.42
H 5.20454 -1.12786 0.97887  0.45
H 3.14097 -0.70112 -0.27842  0.48
H -0.41357 -4.80595 -1.19751  0.36
H -0.32359 -6.25440 -3.15762  0.42
H 1.11476 -5.67021 -5.08209  0.42
H 2.48909 -3.61436 -5.00475  0.43
H 2.43497 -2.16192 -3.02060  0.51
Se -0.29647 3.61733 2.00247  0.25
C 0.42997 4.17884 3.62227  0.39
C 1.24851 5.31368 3.65218  -0.33
C 1.75520 5.74592 4.86240  -0.62
C 1.44458 5.05408 6.02877  -0.37
C 0.62755 3.92917 6.00008  -0.61
C 0.11518 3.48489 4.79581  -0.26
H 1.47268 5.84438 2.73655  0.38
H 2.38729 6.62203 4.90317  0.40
H 1.84245 5.39951 6.97382  0.40
H 0.39255 3.40514 6.91599  0.40
H -0.52326 2.61265 4.75415  0.41